1.
C8H10NO | ωB97M-V/def2-TZVPD

XYZ file:
```
20
Properties=species:S:1:pos:R:3:forces:R:3:lowdin_spin:R:1
C 0.05644 -0.92193 -1.11661 5.224 2.023 1.042 0.401
C 3.13563 0.42225 0.49443 -1.304 -0.582 2.091 0.112
C 2.23394 1.36779 0.87814 -1.611 -0.762 -2.009 0.014
C -1.28697 -1.08159 -1.25594 -2.630 -0.361 0.249 0.376
C 1.06452 -0.04664 -0.48583 -3.747 -2.888 -1.353 0.270
C 2.37773 -0.58555 -0.25315 2.104 -2.729 -3.104 0.074
C -2.62707 -0.07448 0.52405 -0.857 1.017 4.189 -0.001
C -3.71162 0.69724 0.81857 0.808 -1.273 -3.105 0.130
N 0.88671 1.03963 0.25958 2.629 1.817 2.076 0.275
O -2.40273 -0.65021 -0.65325 0.352 -0.030 -1.655 0.215
H 0.59612 -1.60050 -1.82599 -0.550 0.372 0.864 0.010
H 4.08284 0.18514 1.00168 -0.309 0.719 -0.726 0.003
H 2.42658 2.32104 1.31711 -0.339 0.282 0.530 -0.002
H -1.48593 -1.71659 -2.07999 -1.007 -0.291 -0.603 0.018
H 2.84462 -0.78440 -1.26876 0.031 0.730 0.392 0.041
H 2.37670 -1.71352 -0.07435 0.116 1.315 1.190 0.038
H -2.06471 -0.39805 1.45230 0.117 0.182 -1.592 0.003
H -4.03459 1.04355 1.73516 0.463 0.306 2.333 0.009
H -4.46207 1.01267 0.11355 0.192 -0.202 -0.878 0.006
H -0.00615 1.48418 0.41931 0.318 0.355 0.068 0.006
```
Positions in Å, forces in eV/Å.

**F_max**: 5.70 eV/A
**ΔE to the lowest compared entry with this formula, charge and spin**: 2.654 eV
**Multiplicity**: 3
**Electronic energy**: -11982.548 eV
**Net charge**: +1
**Highest occupied orbital energy (alpha / beta)**: -10.4 / -13.2 eV

***

2.
C2H7NO3P | ωB97M-V/def2-TZVPD

XYZ file:
```
14
Properties=species:S:1:pos:R:3:forces:R:3:lowdin_charge:R:1
C -0.68555 0.09691 0.04134 1.133 -0.248 -0.692 -0.286
C -0.27022 -1.10519 0.73863 2.938 0.307 2.443 0.130
N 0.18659 0.53800 -1.06688 -0.239 -1.759 4.435 0.061
O 2.12134 1.24080 0.66784 0.133 1.126 0.625 -0.134
O 2.81930 -0.51602 -1.24154 -0.835 0.559 -2.434 -0.177
O 3.61590 -0.84276 -0.07110 1.248 -0.356 2.178 -0.157
P 2.14937 -0.21165 0.14884 -2.141 -1.566 0.029 0.784
H -1.57565 -0.45170 -0.26815 -1.402 0.951 -0.704 0.151
H -0.83974 0.81366 0.79442 -0.531 1.326 0.361 0.118
H -0.30767 -2.09248 0.34303 0.327 -0.579 -0.766 0.085
H -0.33333 -1.10968 1.86570 -0.127 0.041 -1.260 0.123
H -0.07073 -0.00510 -1.79734 -0.341 -1.222 -3.593 0.074
H 2.72677 1.98854 0.54108 0.274 -0.400 -0.099 0.135
H 0.36311 1.48839 -1.17567 -0.440 1.818 -0.523 0.093
```
Positions in Å, forces in eV/Å.

**F_max**: 4.78 eV/A
**ΔE to the lowest compared entry with this formula, charge and spin**: 3.149 eV
**Multiplicity**: 1
**Electronic energy**: -19097.058 eV
**Net charge**: +1
**Highest occupied orbital energy**: -15.0 eV

***

3.
C70H66IN4O19 | ωB97M-V/def2-TZVPD

XYZ file:
```
160
Properties=species:S:1:pos:R:3:forces:R:3:lowdin_charge:R:1
C 1.59729 0.32717 4.99084 0.146 -0.448 0.040 0.024
C 0.59844 -0.19514 3.99463 0.006 -0.186 -0.002 -0.429
O -0.30834 -0.90750 4.32735 -0.141 0.138 0.041 0.143
N 0.79530 0.14587 2.59621 0.342 0.599 0.020 0.065
C 1.40398 -0.96828 1.87858 -0.064 -0.333 0.034 -0.430
C 2.88461 -0.86450 1.69189 0.070 -0.166 0.501 0.030
O 0.73780 -1.90043 1.53189 0.079 0.088 0.138 0.149
C -0.11915 1.05672 1.91282 -0.271 0.066 -0.214 -0.332
C -0.24756 0.74530 0.38797 -0.166 0.081 -0.044 -0.034
C 0.78841 1.24702 -0.59116 0.142 -0.078 -0.022 -0.172
C 0.83171 2.61574 -0.87781 0.053 -0.002 -0.126 -0.068
C 1.74364 3.15606 -1.76531 -0.053 0.028 0.055 -0.061
C 2.64117 2.31236 -2.41244 -0.142 -0.177 0.051 -0.072
C 2.57341 0.95083 -2.17261 -0.068 0.096 0.041 -0.037
C 1.64419 0.38637 -1.28670 0.257 0.012 -0.045 -0.203
C 1.61992 -1.11947 -1.21075 -0.201 0.102 -0.633 -0.033
C -1.55648 0.90143 2.46370 0.136 -0.411 -0.345 -0.051
N -2.31781 2.14328 2.19493 -0.467 0.278 0.241 -0.093
C -3.82816 1.96197 2.11370 -0.155 0.050 -0.044 -0.133
C -4.41233 0.76972 2.86256 -0.201 -0.188 -0.113 -0.194
C -4.61662 -0.49289 2.00823 0.018 0.252 0.075 -0.169
C -5.77108 -1.33145 2.53847 0.102 0.009 0.030 -0.265
O -5.49443 -1.84475 3.82376 0.182 0.171 -0.078 -0.061
C -1.84351 3.21409 3.14316 0.447 -0.123 -0.063 -0.630
I -2.78026 3.13740 5.04341 -0.065 0.121 0.005 1.070
C -0.32455 3.04865 3.31041 -0.274 0.163 0.178 -0.238
N 0.25489 2.49027 2.09990 -0.002 -0.171 0.248 -0.075
C 1.68944 2.73764 2.08823 0.236 0.030 -0.093 -0.154
C 2.06713 4.15882 1.76312 0.079 0.081 -0.082 -0.203
N 1.31827 5.11325 1.41794 -0.176 -0.075 -0.068 0.126
H 1.70065 -0.43067 5.76603 0.021 0.078 0.073 0.099
H 2.56875 0.52896 4.54695 -0.043 0.143 -0.050 0.075
H 1.21262 1.22573 5.47093 0.017 0.113 -0.049 0.087
H 3.34247 -0.59262 2.64609 0.008 0.063 -0.019 0.089
H 3.28061 -1.82536 1.37719 0.048 0.081 -0.153 0.087
H 3.13227 -0.08065 0.97592 -0.014 -0.026 -0.062 0.090
H -0.40164 -0.32668 0.28337 -0.022 0.080 0.035 0.109
H -1.19899 1.19392 0.07896 -0.020 0.032 -0.021 0.126
H 0.13160 3.27423 -0.38471 -0.092 0.048 0.036 0.094
H 1.75051 4.22443 -1.94658 0.037 -0.002 -0.006 0.102
H 3.35731 2.69660 -3.12539 0.026 0.020 0.082 0.085
H 3.24148 0.28695 -2.70542 0.024 -0.049 0.006 0.117
H 2.49913 -1.51343 -0.70562 -0.137 -0.025 0.075 0.049
H 0.70135 -1.51982 -0.79320 0.168 -0.060 0.094 0.072
H 1.66337 -1.47951 -2.23868 0.024 -0.066 0.010 0.077
H -1.62991 0.69430 3.52420 0.066 0.129 0.084 0.104
H -2.02529 0.06950 1.94487 -0.043 0.032 0.023 0.137
H -2.03958 2.49718 1.27774 0.194 -0.148 -0.043 0.164
H -4.06662 1.88360 1.05594 0.096 -0.079 -0.111 0.102
H -4.27448 2.89221 2.46274 0.182 0.071 0.068 0.103
H -5.40366 1.09238 3.19170 0.033 0.067 0.079 0.125
H -3.86608 0.53875 3.77372 -0.015 0.023 0.071 0.083
H -3.71734 -1.11281 2.00906 0.015 -0.050 -0.142 0.111
H -4.83639 -0.19073 0.97949 0.018 -0.088 -0.048 0.116
H -6.00070 -2.13098 1.82902 -0.030 -0.055 0.009 0.115
H -6.65763 -0.69879 2.62801 -0.074 -0.029 -0.026 0.119
H -5.06645 -2.70513 3.70606 -0.288 -0.145 0.162 0.042
H -2.06265 4.17092 2.67711 -0.239 0.000 0.051 0.103
H 0.08219 4.04307 3.49036 0.070 -0.006 -0.018 0.128
H -0.11126 2.47510 4.21742 0.060 -0.200 -0.036 0.076
H 2.15237 2.48484 3.05313 -0.027 -0.005 0.015 0.124
H 2.18948 2.10512 1.35317 -0.126 -0.056 -0.029 0.119
H 3.13727 4.35873 1.82898 0.033 0.002 0.096 0.114
H 0.35431 4.77582 1.33814 -0.033 0.003 0.071 0.039
C 5.75323 5.81592 -0.85208 -0.039 -0.065 0.007 0.014
C 5.47990 4.71717 -1.54817 0.042 0.057 0.022 0.015
C 5.51998 4.72109 -3.03038 -0.087 -0.038 0.023 -0.375
O 5.23861 3.72391 -3.66455 0.101 0.067 -0.080 0.082
C 5.89302 5.98496 -3.70926 0.013 0.013 -0.007 0.026
C 6.16521 7.08372 -3.01251 -0.018 0.002 0.001 0.020
C 6.10741 7.08972 -1.52815 -0.042 -0.026 -0.019 -0.397
O 6.33682 8.09554 -0.89416 -0.028 0.038 0.016 0.109
H 5.71285 5.84550 0.22936 0.028 0.044 0.001 0.121
H 5.20105 3.78077 -1.08089 0.012 -0.019 -0.029 0.117
H 5.91949 5.95704 -4.79110 0.005 -0.026 0.000 0.124
H 6.43350 8.02113 -3.48326 0.017 0.009 0.020 0.124
C -4.00516 -7.92350 3.60907 -0.005 0.011 -0.013 0.038
C -4.88522 -6.94667 3.41104 -0.025 -0.012 -0.011 0.020
C -4.52597 -5.53374 3.66097 0.072 0.010 -0.007 -0.366
O -5.33537 -4.63985 3.47589 0.158 -0.009 0.010 0.062
C -3.15728 -5.23884 4.13931 0.005 0.008 0.006 0.029
C -2.27425 -6.21201 4.33839 -0.011 0.007 -0.008 0.037
C -2.62701 -7.63396 4.08679 -0.022 0.027 -0.007 -0.375
O -1.82454 -8.52085 4.26367 0.024 -0.024 0.000 0.124
H -4.24067 -8.96537 3.43414 0.020 -0.007 0.007 0.127
H -5.89347 -7.13247 3.06236 -0.007 0.016 0.016 0.126
H -2.91994 -4.19622 4.31241 -0.009 0.002 -0.003 0.122
H -1.26642 -6.02394 4.68487 0.008 -0.022 -0.005 0.126
C -5.53066 -6.31251 -2.31288 0.020 0.004 0.016 0.026
C -4.44135 -6.12122 -1.57336 -0.002 0.000 -0.016 0.021
C -4.53885 -5.60358 -0.18683 0.027 -0.013 -0.001 -0.378
O -3.54721 -5.42510 0.49271 -0.025 -0.005 0.045 0.099
C -5.89089 -5.30992 0.34656 -0.063 0.047 -0.027 0.014
C -6.98175 -5.50103 -0.39078 0.042 -0.025 -0.025 0.032
C -6.88808 -6.01764 -1.78165 0.009 -0.002 0.015 -0.384
O -7.87782 -6.19023 -2.45594 -0.011 0.005 -0.018 0.117
H -5.48861 -6.68900 -3.32695 -0.024 -0.004 -0.001 0.124
H -3.44356 -6.33041 -1.93772 0.008 0.004 0.017 0.123
H -5.92991 -4.93245 1.36006 -0.039 0.002 -0.010 0.088
H -7.97920 -5.29439 -0.02357 -0.009 -0.005 -0.020 0.125
C -5.69343 4.59196 -1.06682 0.002 0.013 0.001 0.017
C -6.40479 5.69002 -0.82498 0.020 -0.015 0.001 0.032
C -7.63147 5.64391 0.01609 0.005 -0.024 -0.009 -0.378
O -8.27620 6.64043 0.24013 -0.003 0.026 0.017 0.133
C -8.03198 4.32328 0.57267 0.013 -0.018 0.005 0.034
C -7.31797 3.22764 0.32796 -0.003 0.009 0.015 0.017
C -6.09323 3.28047 -0.50469 -0.085 -0.015 -0.084 -0.390
O -5.43411 2.27826 -0.71488 0.097 0.037 0.120 0.067
H -4.80115 4.59842 -1.68062 -0.011 -0.021 -0.016 0.122
H -6.13619 6.66007 -1.22346 -0.024 0.010 0.004 0.127
H -8.92982 4.31313 1.17738 -0.007 0.022 -0.008 0.128
H -7.59198 2.25447 0.71685 0.005 -0.010 -0.025 0.121
C 7.37626 -3.47914 -2.75491 -0.008 0.017 -0.001 0.029
C 6.72937 -2.35715 -2.45213 0.006 -0.011 -0.007 0.025
C 5.54030 -2.37104 -1.56416 0.014 -0.031 -0.034 -0.371
O 4.95135 -1.34354 -1.29150 -0.019 0.035 0.081 0.083
C 5.09662 -3.67948 -1.02626 0.028 0.038 -0.017 0.032
C 5.74043 -4.80309 -1.32758 0.021 -0.011 -0.011 0.038
C 6.93230 -4.78949 -2.21486 0.022 0.023 -0.025 -0.365
O 7.52440 -5.81252 -2.48909 -0.054 0.038 0.044 0.107
H 8.24575 -3.49646 -3.39946 0.001 -0.022 0.002 0.125
H 7.03119 -1.38912 -2.83146 -0.018 0.010 0.009 0.124
H 4.22594 -3.66802 -0.38203 -0.010 -0.009 -0.013 0.118
H 5.42978 -5.76556 -0.94058 -0.080 0.053 0.050 0.086
C 2.60619 9.27894 -1.97521 -0.016 0.022 0.005 0.026
C 1.90634 10.39047 -1.76644 0.022 0.007 -0.016 0.030
C 0.68559 10.39007 -0.91837 0.020 0.006 -0.008 -0.384
O 0.05050 11.40306 -0.73138 -0.024 0.012 0.005 0.116
C 0.27445 9.09923 -0.30891 0.035 -0.044 -0.037 0.022
C 0.97001 7.98590 -0.52199 0.032 0.006 -0.091 0.016
C 2.19114 7.99164 -1.37042 0.009 0.003 0.115 -0.368
O 2.83119 6.97407 -1.54684 0.000 -0.038 -0.095 0.088
H 3.50133 9.25915 -2.58393 0.006 -0.019 0.010 0.120
H 2.18617 11.34446 -2.19450 -0.015 0.013 0.012 0.126
H -0.61342 9.12801 0.30995 -0.002 0.023 0.002 0.120
H 0.71319 7.02910 -0.08835 0.039 0.000 0.056 0.081
C -0.45486 2.00258 -5.81094 0.011 -0.008 0.015 0.028
C 0.11169 1.12854 -4.98377 -0.009 0.020 0.003 0.031
C -0.33195 -0.28689 -4.94189 -0.036 0.025 0.012 -0.371
O 0.17618 -1.08146 -4.17788 -0.003 -0.018 -0.007 0.101
C -1.42779 -0.69334 -5.85675 -0.001 0.006 -0.019 0.021
C -1.99390 0.18057 -6.68440 0.009 -0.019 0.012 0.024
C -1.55293 1.59948 -6.72668 0.006 -0.010 0.004 -0.386
O -2.07217 2.39670 -7.47521 -0.017 0.015 0.002 0.113
H -0.15059 3.04061 -5.85963 -0.009 0.003 -0.019 0.123
H 0.90966 1.39961 -4.30355 -0.001 -0.019 0.012 0.100
H -1.73134 -1.73134 -5.80686 0.017 -0.005 0.009 0.122
H -2.79454 -0.08977 -7.36095 0.001 0.020 -0.012 0.124
C 6.85358 -9.63303 -1.15160 -0.017 -0.008 0.018 0.036
C 6.21103 -8.50816 -0.85105 -0.032 -0.019 0.025 0.025
C 5.02138 -8.51580 0.03386 -0.024 -0.021 0.025 -0.373
O 4.43100 -7.48672 0.30616 0.067 -0.005 -0.055 0.084
C 4.57164 -9.82029 0.57657 -0.002 -0.016 0.006 0.019
C 5.21367 -10.94610 0.27786 -0.011 0.022 0.005 0.026
C 6.40683 -10.94262 -0.61009 -0.006 0.012 0.003 -0.382
O 6.98965 -11.96828 -0.87950 0.007 -0.017 -0.004 0.117
H 7.72272 -9.65200 -1.79668 0.001 -0.014 0.001 0.127
H 6.52242 -7.54724 -1.23863 0.084 -0.064 -0.051 0.082
H 3.70137 -9.79734 1.22004 -0.002 0.020 -0.001 0.121
H 4.90686 -11.91155 0.65931 0.018 -0.012 -0.010 0.124
```
Positions in Å, forces in eV/Å.

**F_max**: 0.69 eV/A
**Multiplicity**: 1
**Electronic energy**: -126608.087 eV
**Net charge**: +1
**Highest occupied orbital energy**: -11.1 eV

***

4.
C3H5BrOS | ωB97M-V/def2-TZVPD

XYZ file:
```
11
Properties=species:S:1:pos:R:3:forces:R:3:lowdin_charge:R:1
C -0.45981 -0.32264 -0.06130 0.792 0.616 0.234 -0.232
C 0.36731 0.70631 0.09217 -0.872 -0.081 1.217 -0.341
C -0.48423 -0.96085 -1.40240 -0.267 0.787 -0.596 -0.097
O 2.01923 1.37319 1.89374 1.805 0.316 0.336 -0.555
S 0.64753 1.67466 1.60350 -1.397 -1.084 -0.435 0.603
Br -0.51034 0.33613 3.15086 -0.007 0.451 -0.493 0.253
H -1.11058 -0.64370 0.74423 0.088 -0.092 -0.111 0.042
H 0.98671 1.01675 -0.73245 0.369 0.353 0.012 0.084
H -1.18230 -1.77359 -1.44174 -0.365 -0.315 -0.319 0.068
H -0.75759 -0.12598 -2.07113 -0.349 -0.723 -0.182 0.092
H 0.48407 -1.28029 -1.77547 0.201 -0.228 0.337 0.084
```
Positions in Å, forces in eV/Å.

**F_max**: 1.86 eV/A
**ΔE to the lowest compared entry with this formula, charge and spin**: 1.071 eV
**Multiplicity**: 1
**Electronic energy**: -86115.661 eV
**Highest occupied orbital energy**: -9.9 eV